{"formula": "C22H32N6O8P2Zr", "method": "the ωB97M-V functional and the def2-TZVPD basis", "homo_lumo_gap_ha": 0.3014, "charge": 2, "de_lowest_ev": 0.041, "homo_energy_ev": -13.31, "total_energy_ha": -2517.80652, "symbols": ["Zr", "C", "C", "N", "C", "C", "C", "C", "C", "C", "C", "N", "C", "C", "N", "N", "H", "H", "H", "H", "H", "H", "H", "H", "H", "H", "H", "H", "H", "H", "H", "H", "H", "H", "O", "C", "C", "C", "C", "C", "C", "C", "N", "C", "C", "N", "H", "H", "H", "H", "H", "H", "H", "C", "C", "O", "P", "O", "O", "O", "P", "O", "O", "O", "H", "H", "H", "H", "H", "H", "H"], "xyz": [[-0.186, -0.077, -0.148], [0.500, -3.318, 0.579], [0.499, -3.249, -0.927], [0.943, -1.901, -1.359], [2.416, -1.750, -1.338], [2.910, -1.126, -0.064], [4.233, -1.253, 0.318], [4.642, -0.692, 1.518], [3.702, -0.071, 2.321], [2.390, 0.012, 1.881], [1.329, 0.626, 2.750], [-0.030, 0.272, 2.314], [-0.654, -0.811, 3.092], [-0.117, -2.129, 2.594], [-0.323, -2.225, 1.136], [2.013, -0.464, 0.684], [1.515, -3.201, 0.967], [0.140, -4.293, 0.916], [-0.507, -3.403, -1.310], [1.154, -4.018, -1.344], [0.652, -1.795, -2.326], [2.714, -1.129, -2.182], [2.897, -2.723, -1.474], [4.923, -1.799, -0.311], [5.672, -0.770, 1.838], [3.967, 0.332, 3.289], [1.440, 1.710, 2.725], [1.499, 0.317, 3.786], [-0.610, 1.101, 2.379], [-1.731, -0.755, 2.935], [-0.465, -0.697, 4.163], [-0.581, -2.970, 3.117], [0.958, -2.193, 2.781], [-1.299, -2.455, 0.946], [-0.020, 1.901, 0.208], [0.977, 2.778, 0.371], [0.927, 3.730, 1.391], [2.002, 4.580, 1.590], [3.132, 4.505, 0.781], [3.163, 3.602, -0.265], [2.085, 2.743, -0.489], [1.972, 1.925, -1.686], [1.186, 0.867, -1.851], [1.225, 0.564, -3.202], [2.086, 1.397, -3.832], [2.543, 2.257, -2.863], [0.041, 3.795, 2.009], [1.960, 5.311, 2.387], [3.970, 5.164, 0.956], [4.035, 3.559, -0.907], [0.604, -0.197, -3.641], [2.383, 1.482, -4.861], [3.105, 3.078, -3.018], [-5.310, -0.769, -1.503], [-4.001, -0.008, -1.307], [-4.053, 1.304, -1.856], [-3.664, 0.326, 0.461], [-4.434, 1.648, 0.791], [-4.316, -0.742, 1.405], [-2.194, 0.344, 0.721], [-2.547, -0.970, -1.876], [-2.845, -1.418, -3.367], [-2.304, -2.068, -0.897], [-1.368, 0.002, -1.956], [-6.143, -0.221, -1.061], [-5.265, -1.768, -1.069], [-5.514, -0.866, -2.572], [-4.203, 1.266, -2.809], [-4.445, 2.295, 0.068], [-5.250, -0.626, 1.623], [-3.307, -2.258, -3.470]]}